Record 1
24
Properties=species:S:1:pos:R:3:forces:R:3 method="wB97M-V/def2-TZVPD" gap_ev="3.237 / 3.230" spin_multiplicity=1 homo_energy_ha="-0.6957 / -0.6950" charge=+3 lumo_ev="-15.695 / -15.683"
O -0.008167 2.174834 -4.526256 -0.2 -2.4 3.9
C -0.042500 1.618097 -3.522177 0.2 2.4 -3.6
Ce -0.025987 0.754590 -0.772588 -0.7 2.6 -2.5
C -0.147605 0.977552 1.688941 0.1 0.2 7.5
O -0.136288 1.039675 2.845454 -0.2 -0.1 -5.5
C -0.124876 -1.528803 -0.092995 -0.1 -6.9 -1.2
O -0.199575 -2.660144 -0.322546 0.2 4.7 1.3
C 2.405161 0.098864 -0.551120 6.3 -1.3 1.1
O 3.528683 -0.092717 -0.374717 -5.1 0.9 -0.9
C -2.633184 -0.113464 -0.555728 -5.1 -1.4 1.8
O -3.692466 -0.425406 -0.216331 4.9 1.4 -1.7
H 0.051506 -0.438178 -2.221991 0.0 -0.4 0.3
C -0.363498 -2.390508 3.436924 -0.1 -0.3 0.6
N 1.081790 -2.461353 3.624019 0.7 1.1 -1.7
C 1.582645 -3.066443 4.835473 0.5 -0.4 0.7
C 1.928157 -1.932550 2.721762 -0.4 -1.2 2.0
O 1.543797 -1.319460 1.713819 -0.4 0.9 -1.8
H -0.748398 -3.424038 3.560034 0.0 0.7 -0.2
H -0.583567 -1.981210 2.443825 -0.1 -0.3 0.4
H -0.804841 -1.756145 4.235401 0.2 -0.4 -0.5
H 2.230705 -3.927404 4.600290 -0.4 0.1 0.1
H 2.207013 -2.354779 5.403122 -0.5 -0.2 -0.1
H 0.697804 -3.371010 5.405455 0.6 -0.1 0.1
H 3.005690 -2.107899 2.955229 -0.6 0.3 -0.3

---

Record 2
66
Properties=species:S:1:pos:R:3:forces:R:3 method="wB97M-V/def2-TZVPD" gap_ev="3.318 / 3.366" spin_multiplicity=4 homo_energy_ha="-0.6057 / -0.6054" charge=+3 lumo_ev="-13.164 / -13.107"
C -6.482127 3.693860 -1.531985 0.0 0.0 0.0
C -5.208161 3.020108 -1.995150 -0.1 0.3 -3.9
H -7.028255 4.056355 -2.416387 0.4 -0.2 0.2
H -6.263666 4.552186 -0.885063 0.1 -0.3 0.0
H -7.127933 2.991063 -0.991333 0.3 0.1 0.0
O -4.840439 2.886829 -3.136891 -0.8 0.2 3.1
I -3.890569 2.201788 -0.452176 0.2 -0.2 0.6
Tc 0.400661 -0.046935 0.301913 -1.7 -0.2 1.5
P -1.073344 -1.831858 0.023145 -3.6 -3.4 0.0
C -0.636351 -3.141968 -1.175456 0.8 0.4 -0.4
C -1.603394 -2.832962 1.496459 0.6 0.6 0.5
H -2.364763 -3.533693 1.151738 0.1 0.1 -0.2
H -3.343143 -2.429136 -0.431844 0.2 0.3 -0.1
H -2.051824 -2.162523 2.240034 0.1 -0.2 -0.2
H -3.222858 -0.731013 0.145294 -0.1 -0.2 -0.2
H 0.382723 -3.506805 -1.036785 -0.1 -0.1 -0.1
H -0.799449 -3.394064 1.963572 0.1 0.0 0.1
C -2.779364 -1.488683 -0.509680 0.0 0.8 -0.3
H -1.334038 -3.975763 -1.052962 0.0 0.2 0.1
H -2.789930 -1.131996 -1.541200 -0.2 0.1 0.1
H -0.737815 -2.738396 -2.186347 0.0 -0.1 0.0
P 1.074451 2.129668 0.214397 1.4 4.4 -0.1
C 2.380434 2.697147 -0.936043 0.1 -0.6 -0.3
C -0.200616 3.385496 -0.138472 -0.5 -0.7 0.0
H 0.839446 2.474028 2.589181 0.1 0.1 -0.1
H 2.017609 3.607917 1.880034 0.0 0.0 -0.2
H 2.475876 1.912746 2.208503 0.0 0.2 0.0
C 1.668713 2.574410 1.885631 -0.1 -0.5 0.2
H -1.085304 3.204664 0.479938 0.1 0.2 -0.1
H 0.218050 4.378757 0.059288 0.1 -0.2 0.0
H 2.640321 3.734682 -0.693912 -0.2 -0.2 0.1
H 1.984786 2.653778 -1.957115 0.1 0.1 0.1
H -0.488306 3.308435 -1.191325 0.0 0.1 0.1
H 3.285507 2.086876 -0.888236 -0.2 0.2 0.0
Cl -0.747970 0.383473 2.253301 1.0 -0.4 -1.7
C 2.890852 -0.563457 -2.391129 0.2 0.0 -0.1
C 3.028370 -1.616094 -1.282186 -0.8 0.1 -0.5
C 4.419478 -2.253823 -1.333631 0.3 -0.1 0.5
P 2.470084 -1.000507 0.435040 3.7 -2.2 0.9
C 1.995103 -2.544422 1.443792 -0.9 0.3 -0.4
C 2.881880 -3.782653 1.289727 0.3 -0.4 -0.3
C 1.779665 -2.068176 2.879009 -0.3 -0.1 0.2
C 3.975853 -0.341756 1.401553 0.3 0.7 0.1
C 4.922025 -1.439718 1.911793 -0.2 -0.7 0.0
C 4.844698 0.670684 0.636832 -0.2 0.4 -0.1
H 3.643978 0.232026 -2.322316 -0.2 -0.2 0.0
H 1.895487 -0.102775 -2.407601 -0.1 0.1 -0.1
H 3.044206 -1.072220 -3.355414 -0.1 0.2 0.3
H 2.286289 -2.402079 -1.512578 0.2 0.2 0.3
H 5.217768 -1.527720 -1.159531 -0.1 -0.1 -0.1
H 4.541388 -3.080785 -0.628823 0.0 0.2 -0.2
H 4.573231 -2.668108 -2.339398 -0.2 0.2 0.1
H 1.018976 -2.844202 1.007851 0.5 0.1 0.3
H 3.882946 -3.673687 1.710162 -0.3 0.0 -0.2
H 2.407522 -4.617045 1.830034 0.0 0.3 -0.2
H 2.981053 -4.090171 0.239855 -0.1 0.0 0.3
H 1.081686 -1.220112 2.916939 0.3 -0.3 0.2
H 1.328510 -2.876588 3.471475 0.2 0.2 -0.1
H 2.719273 -1.762514 3.340316 -0.3 -0.1 0.1
H 3.547430 0.156704 2.280517 -0.1 -0.1 -0.1
H 5.344415 -2.020919 1.086501 0.0 0.1 0.3
H 5.761816 -0.966527 2.433974 -0.3 0.1 -0.1
H 4.438453 -2.124080 2.611877 0.4 0.2 -0.1
H 4.419354 1.677777 0.657445 0.2 -0.2 0.0
H 5.834504 0.722975 1.114638 -0.4 0.0 -0.1
H 5.004695 0.375020 -0.400108 0.1 0.1 0.0

---

> What is the charge in the second record?

+3

---

> Which value of charge does entry 1 give?

+3